# 1
C9H7N in the gas phase at a distorted geometry. Source: the OMol25 dataset; level of theory: the ωB97M-V functional and the def2-TZVPD basis.

Bonds (Å) are listed after each position.
Element x y z (Å)
1 N -0.1514 -0.4609 -3.6486  C2 1.132
2 C -0.8204 -0.0664 -2.8255  N1 1.132, C3 1.375
3 C -1.4778 0.5324 -1.7762  C2 1.375, C4 1.371, H11 1.098
4 C -1.1392 0.0997 -0.5202  C3 1.371, C5 1.494, C10 1.833
5 C -0.2134 -1.0014 -0.1174  C4 1.494, C6 1.466, C10 1.627, H12 1.204
6 C 1.2046 -0.6357 -0.1825  C5 1.466, C7 1.389, H13 1.048
7 C 1.8002 0.3189 0.6317  C6 1.389, C8 1.423, H14 1.146
8 C 1.0905 0.9158 1.7108  C7 1.423, C9 1.367, H15 1.085
9 C -0.1495 0.4203 2.0016  C8 1.367, C10 1.515, H16 1.121
10 C -1.0323 -0.5171 1.2029  C4 1.833, C5 1.627, C9 1.515, H17 1.057
11 H -2.1857 1.3619 -1.8997  C3 1.098
12 H -0.6060 -1.9690 -0.7171  C5 1.204
13 H 1.7564 -1.0742 -0.9581  C6 1.048
14 H 2.9072 0.5840 0.5024  C7 1.146
15 H 1.5788 1.6938 2.2874  C8 1.085
16 H -0.7537 0.9540 2.7801  C9 1.121
17 H -1.8083 -1.1562 1.5285  C10 1.057

Summary:
E_tot = -10931.17990 eV
SMILES = N#C/C=C1\[C@H]2C=CC=C[C@@H]12
Net charge = 0
Orbital gap = 8.22 eV
Multiplicity = 1

=====

# 2
A 5-piece molecular cluster, C18H24Cl2F12O8 overall at a distorted geometry. Source: the OMol25 dataset; level of theory: the ωB97M-V functional and the def2-TZVPD basis.

Bonds (Å) are listed after each position.
Element x y z (Å)
1 C 4.3727 -1.0842 3.3260  C2 1.488, H10 1.090, H11 1.090, H12 1.090
2 C 4.8981 0.1384 2.6606  C1 1.488, O3 1.443, H13 1.090, H14 1.090
3 O 6.2807 -0.0874 2.3133  C2 1.443, C4 1.349
4 C 6.6321 -0.5316 1.0890  O3 1.349, O5 1.255, C6 1.593
5 O 5.8250 -1.0236 0.2626  C4 1.255
6 C 8.2067 -0.4721 0.8528  C4 1.593, F7 1.290, F8 1.348, F9 1.372
7 F 8.4649 0.1127 -0.2674  C6 1.290
8 F 8.8046 0.0777 1.9287  C6 1.348
9 F 8.7145 -1.7461 0.8210  C6 1.372
10 H 4.9959 -1.5921 4.0621  C1 1.090
11 H 4.2002 -1.8876 2.6098  C1 1.090
12 H 3.5144 -0.8875 3.9683  C1 1.090
13 H 4.8524 0.8855 3.4531  C2 1.090
14 H 4.2463 0.4937 1.8624  C2 1.090
15 C 2.5040 -1.7624 -8.4417  C16 1.453, H24 1.090, H25 1.090, H26 1.090
16 C 3.0977 -0.5144 -8.8891  C15 1.453, O17 1.421, H27 1.090, H28 1.090
17 O 4.4410 -0.4501 -8.4297  C16 1.421, C18 1.330
18 C 5.2088 0.6289 -8.5490  O17 1.330, O19 1.239, C20 1.513
19 O 4.9703 1.6594 -9.1933  C18 1.239
20 C 6.5388 0.5455 -7.8323  C18 1.513, F21 1.326, F22 1.332, F23 1.278
21 F 7.4267 0.3963 -8.8059  C20 1.326
22 F 6.8951 1.6122 -7.1182  C20 1.332
23 F 6.6927 -0.4923 -7.1029  C20 1.278
24 H 1.4411 -1.9492 -8.5948  C15 1.090
25 H 2.7387 -2.0999 -7.4322  C15 1.090
26 H 2.9869 -2.6074 -8.9325  C15 1.090
27 H 2.6508 0.3318 -8.3672  C16 1.090
28 H 2.8398 -0.4342 -9.9451  C16 1.090
29 C -2.6801 -1.8791 6.0621  C30 1.517, H38 1.090, H39 1.090, H40 1.090
30 C -2.3787 -2.6738 7.3180  C29 1.517, O31 1.431, H41 1.090, H42 1.090
31 O -3.1722 -2.1011 8.3625  C30 1.431, C32 1.325
32 C -2.8120 -1.0092 9.0213  O31 1.325, O33 1.263, C34 1.537
33 O -1.7562 -0.3543 8.7934  C32 1.263
34 C -3.7201 -0.4512 10.1294  C32 1.537, F35 1.306, F36 1.373, F37 1.366
35 F -3.0032 -0.2402 11.2010  C34 1.306
36 F -4.3738 0.7165 9.8236  C34 1.373
37 F -4.7469 -1.2822 10.4767  C34 1.366
38 H -2.0886 -2.3507 5.2774  C29 1.090
39 H -2.4499 -0.8153 6.1215  C29 1.090
40 H -3.7309 -1.9390 5.7785  C29 1.090
41 H -1.3174 -2.7914 7.5373  C30 1.090
42 H -2.6558 -3.7278 7.3011  C30 1.090
43 C -5.6784 5.0181 -1.4466  C44 1.523, H52 1.090, H53 1.090, H54 1.090
44 C -6.9956 4.3598 -1.0586  C43 1.523, O45 1.421, H55 1.090, H56 1.090
45 O -6.9682 2.9398 -1.0273  C44 1.421, C46 1.333
46 C -7.9836 2.1705 -0.6352  O45 1.333, O47 1.246, C48 1.520
47 O -9.0395 2.6506 -0.1790  C46 1.246
48 C -7.6062 0.6995 -0.5748  C46 1.520, F49 1.325, F50 1.341, F51 1.359
49 F -6.5195 0.4055 -1.2731  C48 1.325
50 F -7.3862 0.3073 0.6889  C48 1.341
51 F -8.6545 -0.0223 -1.0524  C48 1.359
52 H -5.2505 4.5871 -2.3517  C43 1.090
53 H -5.0993 5.0116 -0.5232  C43 1.090
54 H -5.9109 6.0515 -1.7036  C43 1.090
55 H -7.8343 4.7291 -1.6487  C44 1.090
56 H -7.1717 4.7173 -0.0441  C44 1.090
57 Cl -0.0316 0.7270 -1.7563  C58 1.773
58 C -1.1519 -0.6386 -1.6073  Cl57 1.773, C59 1.560, H61 1.090, H62 1.090
59 C -0.2278 -1.8723 -1.3652  C58 1.560, Cl60 1.794, H63 1.090, H64 1.090
60 Cl -1.2738 -3.3127 -1.1387  C59 1.794
61 H -1.7982 -0.7708 -2.4750  C58 1.090
62 H -1.7585 -0.3711 -0.7421  C58 1.090
63 H 0.3004 -1.6937 -0.4286  C59 1.090
64 H 0.4848 -2.0541 -2.1696  C59 1.090

Summary:
E_tot = -93088.68509 eV
SMILES = CCOC(=O)C(F)(F)F.CCOC(=O)C(F)(F)F.CCOC(=O)C(F)(F)F.CCOC(=O)C(F)(F)F.ClCCCl
Net charge = 0
Orbital gap = 11.19 eV
Multiplicity = 1

=====

Number 1 is which compound?
C9H7N

=====

Look up the E_tot of the first one.
-10931.17990 eV

=====

net charge of number 2 (C18H24Cl2F12O8)?
0